1.
Density functional theory data (ωB97M-V with the def2-TZVPD basis set) for a structure of composition C3H3IrO2.

The value obtained for the highest occupied orbital energy (spin up / spin down) is -11.32 / -14.76 eV. The total charge is +1. Its multiplicity is 6. For the energy relative to the best compared isomer or geometry (same formula, charge and spin), the calculation gives 81.5 kJ/mol. The calculated total energy comes out at -370.306967 Ha.

```
9
Properties=species:S:1:pos:R:3:forces:R:3:lowdin_spin:R:1
O -0.241 -1.150 0.279 -3.21 -0.65 -0.30 0.33
O -0.069 1.070 0.244 -2.58 1.11 -1.36 0.32
C -1.411 -0.617 -0.188 1.80 -3.71 1.21 0.29
C -1.268 0.706 -0.308 2.09 3.51 1.38 0.29
C 0.662 -0.099 0.489 -0.45 0.13 -0.97 0.80
H -2.279 -1.264 -0.262 0.27 0.03 -0.38 0.01
H 3.974 0.103 -0.253 -0.32 0.22 0.08 0.27
Ir 2.594 -0.237 0.594 2.20 -0.49 0.42 2.68
H -1.962 1.489 -0.595 0.21 -0.14 -0.08 0.01
```
Forces are in eV/Å.

***

2.
Density functional theory data (ωB97M-V with the def2-TZVPD basis set) for a structure of composition C42H38N4O2RuSb2.

The value obtained for the highest occupied orbital energy (spin up / spin down) is -12.51 / -13.12 eV. The total charge is +2. Its multiplicity is 5. The calculated total energy comes out at -2567.362222 Ha.

```
89
Properties=species:S:1:pos:R:3:forces:R:3:lowdin_spin:R:1
Ru 0.200 -0.048 -0.518 -1.27 0.01 0.28 0.97
C -3.998 0.599 -1.019 0.03 -0.07 -0.04 0.00
C -2.522 0.427 -1.128 -0.17 0.17 -0.23 0.01
N -1.745 0.241 -0.132 -0.02 -0.16 0.25 0.01
N -2.208 0.127 1.167 0.50 0.09 -0.50 0.01
C -1.182 0.008 1.964 0.17 0.11 0.40 0.00
O 0.075 -0.008 1.566 -0.10 -0.01 -0.16 0.08
C -1.432 -0.060 3.418 0.08 -0.05 -0.15 0.00
C -2.642 -0.550 3.899 -0.10 -0.07 0.06 0.00
C -2.871 -0.598 5.265 0.00 0.02 -0.05 0.00
C -1.904 -0.134 6.147 0.01 -0.02 0.02 0.00
C -0.701 0.368 5.667 0.01 -0.05 -0.04 0.00
C -0.459 0.394 4.304 0.02 0.01 0.08 0.00
C -1.749 0.517 -2.412 0.24 -0.69 -0.44 0.01
C -2.492 1.051 -3.705 -0.10 0.57 0.34 0.04
C -1.589 1.892 -4.541 0.16 -0.05 0.02 0.06
C -0.261 1.802 -4.403 -0.16 0.11 0.02 0.05
C 0.300 0.793 -3.409 -0.25 -0.07 0.21 0.04
N -0.363 0.936 -2.113 -0.02 -0.32 -0.58 0.09
H -4.315 0.446 0.007 -0.01 -0.02 0.03 0.00
H -4.526 -0.109 -1.663 0.03 0.02 0.00 0.00
H -4.285 1.607 -1.328 0.03 -0.01 0.00 0.00
H -3.390 -0.901 3.200 0.01 0.01 0.02 0.00
H -3.809 -0.986 5.642 0.04 0.00 -0.02 0.00
H -2.091 -0.160 7.213 0.00 0.01 -0.02 0.00
H 0.046 0.741 6.356 0.00 0.00 0.00 0.00
H 0.471 0.792 3.920 0.01 -0.01 0.02 0.00
H -3.444 1.545 -3.526 -0.01 0.03 -0.02 0.00
H -2.031 2.580 -5.253 0.01 -0.01 0.02 0.00
H 0.423 2.395 -5.000 -0.03 -0.07 0.00 0.00
H 1.378 0.838 -3.352 0.06 -0.01 -0.03 0.01
C 2.682 0.896 -0.694 0.10 -0.20 0.40 0.05
C 3.618 0.969 0.531 -0.06 -0.06 -0.10 0.03
C 3.015 0.453 1.838 -0.07 0.07 -0.20 0.05
Sb 2.401 -1.594 1.778 0.39 0.09 0.03 0.48
C 1.770 -2.179 3.679 -0.24 -0.10 0.10 0.09
C 2.499 -1.745 4.783 -0.10 -0.06 0.02 0.02
C 2.138 -2.201 6.044 -0.01 0.01 -0.02 0.01
C 1.062 -3.069 6.190 -0.02 0.02 -0.02 0.00
C 0.337 -3.488 5.081 0.01 0.02 0.00 0.00
C 0.690 -3.048 3.812 0.05 0.11 0.18 0.01
C 4.282 -2.536 1.537 0.13 -0.15 -0.08 0.09
C 5.358 -2.063 2.292 -0.02 -0.10 -0.12 0.02
C 6.599 -2.680 2.178 -0.05 0.00 -0.01 0.01
C 6.764 -3.760 1.321 -0.02 0.01 0.00 0.00
C 5.690 -4.235 0.577 -0.01 0.02 0.03 0.00
C 4.448 -3.624 0.681 0.11 0.06 0.13 0.01
Sb 2.578 -1.152 -1.521 0.24 -0.09 0.35 0.50
C 3.737 -0.800 -3.252 -0.12 0.09 -0.21 0.08
C 4.505 -1.905 -3.630 -0.01 0.11 -0.21 0.03
C 5.346 -1.820 -4.735 -0.04 -0.01 0.06 0.00
C 5.418 -0.643 -5.464 -0.01 0.02 -0.01 0.02
C 4.659 0.462 -5.088 -0.02 -0.03 0.04 0.00
C 3.819 0.386 -3.986 0.22 -0.06 0.01 0.02
C -0.305 -0.468 -3.990 0.31 -0.11 -0.72 0.23
C -0.117 -0.936 -5.294 0.24 0.21 0.65 0.18
C -1.245 -1.291 -6.058 -0.58 0.05 0.01 0.06
C -2.490 -0.906 -5.606 0.30 -0.19 -0.31 0.22
C -2.696 -0.466 -4.214 0.01 0.03 0.22 0.06
C -1.550 -0.797 -3.256 -0.25 0.06 0.19 0.06
H 3.008 1.539 -1.509 0.13 -0.05 -0.04 0.00
H 1.710 1.327 -0.398 0.03 0.55 0.17 0.01
H 3.896 2.015 0.680 0.00 0.03 0.04 0.00
H 4.546 0.437 0.316 0.07 -0.01 -0.03 0.00
H 2.132 1.016 2.128 -0.02 0.03 0.02 0.00
H 3.746 0.509 2.647 0.02 0.02 -0.01 0.01
H 3.338 -1.066 4.682 -0.02 -0.02 0.00 0.00
H 2.699 -1.877 6.911 -0.02 -0.01 -0.02 0.00
H 0.788 -3.419 7.177 0.00 0.01 -0.04 0.00
H -0.502 -4.161 5.202 0.03 0.02 0.00 0.00
H 0.120 -3.379 2.952 0.02 0.01 -0.01 0.00
H 5.249 -1.228 2.974 0.00 -0.01 -0.02 0.00
H 7.435 -2.317 2.762 -0.03 0.00 -0.02 0.00
H 7.732 -4.237 1.238 -0.03 0.01 0.00 0.00
H 5.820 -5.089 -0.076 -0.01 0.03 0.01 0.00
H 3.615 -4.008 0.105 -0.03 0.01 -0.02 0.00
H 4.460 -2.831 -3.067 -0.01 0.03 0.00 0.00
H 5.947 -2.674 -5.020 -0.02 0.03 0.01 0.00
H 6.075 -0.578 -6.321 -0.01 0.00 0.02 0.00
H 4.736 1.387 -5.646 0.00 -0.03 0.01 0.00
H 3.279 1.279 -3.691 0.01 -0.02 0.00 0.00
H 0.844 -0.834 -5.790 0.01 -0.04 0.09 0.01
H -1.114 -1.680 -7.060 -0.05 0.05 0.02 0.00
H -3.345 -0.974 -6.270 0.06 0.00 0.03 0.01
H -3.658 -0.837 -3.862 -0.01 0.06 0.06 0.00
H -1.531 -1.768 -2.753 0.06 -0.01 -0.07 0.02
O -1.977 -3.360 0.394 0.02 0.03 0.00 0.05
C -1.163 -2.627 -0.007 0.23 0.16 -0.09 0.04
N -0.263 -1.955 -0.468 -0.08 -0.20 -0.03 0.08
```
Forces are in eV/Å.

***

3.
Density functional theory data (ωB97M-V with the def2-TZVPD basis set) for the ion C4H10NO with charge +1.

The value obtained for the highest occupied orbital energy is -15.13 eV. The total charge is +1. The structure (SMILES) is C[NH2+][C@@H](C)C=O. Its multiplicity is 1. For the energy relative to the best compared isomer or geometry (same formula, charge and spin), the calculation gives 72.9 kJ/mol. The calculated total energy comes out at -288.135333 Ha.

```
16
Properties=species:S:1:pos:R:3:forces:R:3:nbo_charge:R:1
O -1.386 0.012 1.549 0.02 0.38 -0.04 -0.49
C -0.207 -0.209 1.498 -0.44 -0.48 0.18 0.43
C 0.481 -0.315 0.139 0.21 0.13 0.77 -0.16
N -0.361 0.508 -0.808 0.76 -1.20 0.10 -0.50
C -0.636 -0.193 -2.100 0.10 -0.27 0.08 -0.42
C 1.912 0.187 0.190 0.07 0.65 0.48 -0.65
H 0.371 -0.444 2.405 0.17 0.06 -0.11 0.17
H 0.405 -1.382 -0.073 -0.01 0.04 -0.57 0.25
H 0.198 1.354 -0.922 -0.64 0.31 -0.28 0.44
H -1.255 0.663 -0.319 0.06 0.35 0.14 0.47
H -1.155 -1.122 -1.859 -0.20 0.28 -0.04 0.24
H -1.236 0.459 -2.728 0.04 -0.10 -0.11 0.25
H 0.300 -0.485 -2.570 0.04 0.33 -0.07 0.24
H 1.922 1.121 0.756 -0.06 0.28 -0.11 0.23
H 2.563 -0.446 0.796 -0.11 -0.33 -0.43 0.27
H 2.355 0.412 -0.782 0.01 -0.42 0.01 0.24
```
Forces are in eV/Å.